Molecular formula: C25H35BrClGeMnNO7
Method: DFT, ωB97M-V/def2-TZVPD

Summary:
2S+1   5
HOMO-LUMO gap (spin up / spin down)   8.241 / 8.371 eV
E_LUMO (spin up / spin down)   0.0875 / 0.0904 Eh
M   704.5 g/mol
Net charge   -1
ΔE to the lowest compared entry with this formula, charge and spin   3.630 eV
HOMO (spin up / spin down)   -5.86 / -5.91 eV

Each line ends with the Mulliken charge.
Geometry (Å):
Br1 7.053 0.601 -0.134  -0.2425
Ge1 -1.692 0.672 1.555  -0.5537
Mn1 0.332 0.245 -0.587  0.6984
Cl1 0.088 1.963 -3.142  1.8602
O1 -0.647 -0.943 1.298  -0.0844
O2 -2.059 0.634 -0.335  -0.0616
O3 -0.211 0.562 -3.067  -0.6931
O4 0.345 2.401 -1.802  -0.6741
O5 -1.015 2.670 -3.687  -0.7647
O6 1.240 2.165 -3.943  -0.7437
O7 0.024 1.583 1.185  -0.1362
N1 0.760 -6.560 -3.419  -0.6128
C1 -0.396 -3.402 -2.445  -0.7125
C2 1.104 3.686 0.799  -1.6204
C3 3.043 -0.045 0.699  0.1149
C4 1.629 2.313 2.833  -1.6467
C5 5.148 0.513 -0.259  -0.1750
C6 -1.398 -1.947 3.356  -1.9853
C7 3.148 0.789 -1.529  -0.2076
C8 2.356 0.324 -0.468  0.7328
C9 1.925 -2.445 -1.280  0.3088
C10 -0.599 3.415 2.622  -2.0053
C11 -3.070 2.676 -1.159  -1.1137
C12 -3.504 0.445 -2.226  -1.6014
C13 -1.818 -3.047 1.152  -1.2977
C14 0.747 -4.208 -2.418  0.4322
C15 0.798 -1.604 -1.297  1.0502
C16 0.525 -2.883 2.045  -1.3630
C17 -0.362 -2.140 -1.884  -0.6685
C18 0.747 -5.499 -2.975  -0.0728
C19 0.524 2.717 1.838  1.6664
C20 -4.428 0.970 0.038  -1.9153
C21 1.905 -3.718 -1.813  -1.1418
C22 -0.833 -2.174 1.945  1.4940
C23 -3.226 1.171 -0.901  1.5245
C24 4.421 0.049 0.820  -0.4332
C25 4.528 0.888 -1.434  -0.6272
H1 2.850 -2.104 -0.832  0.2841
H2 -3.722 -0.607 -2.039  0.3414
H3 -1.300 -3.779 -2.905  0.4995
H4 -0.250 4.345 3.065  0.4755
H5 2.785 -4.345 -1.769  0.4569
H6 -2.633 0.510 -2.873  0.2384
H7 1.939 3.177 3.418  0.4728
H8 -0.956 2.754 3.412  0.4673
H9 1.229 -2.252 2.584  0.2840
H10 0.919 -3.061 1.047  0.2256
H11 -4.351 0.894 -2.741  0.4760
H12 -2.780 -2.541 1.083  0.1975
H13 -5.355 1.231 -0.468  0.4707
H14 0.324 3.994 0.108  0.3162
H15 2.695 1.078 -2.471  0.2767
H16 4.920 -0.226 1.739  0.4305
H17 0.423 -3.830 2.570  0.4655
H18 -1.266 -1.538 -1.908  0.2499
H19 -4.318 1.602 0.921  0.3979
H20 -4.006 3.092 -1.530  0.4851
H21 2.480 -0.432 1.539  0.3664
H22 -1.437 -3.207 0.148  0.1619
H23 -1.429 3.633 1.952  0.3214
H24 2.489 1.922 2.297  0.2868
H25 -4.472 -0.070 0.359  0.3168
H26 5.107 1.251 -2.270  0.4633
H27 1.254 1.539 3.503  0.2414
H28 1.534 4.561 1.285  0.5099
H29 -0.754 -1.257 3.897  0.3494
H30 -1.960 -4.012 1.637  0.4643
H31 -2.795 3.182 -0.233  0.0413
H32 -2.387 -1.496 3.270  0.4224
H33 -1.476 -2.882 3.907  0.4741
H34 1.867 3.176 0.216  0.2174
H35 -2.300 2.860 -1.901  0.1236


Molecular formula: C25H35Cl5Ge2ORuSi
Method: DFT, ωB97M-V/def2-TZVPD

Summary:
HOMO-LUMO gap (spin up / spin down)   3.140 / 3.563 eV
E_LUMO (spin up / spin down)   -0.3756 / -0.3591 Eh
M   803.2 g/mol
Net charge   +2
ΔE to the lowest compared entry with this formula, charge and spin   2.765 eV
HOMO (spin up / spin down)   -13.36 / -13.34 eV

Each line ends with the natural charge from an NBO analysis.
Geometry (Å):
Ru1 -1.122 -0.483 0.869  0.4695
Ge1 0.908 0.629 1.551  1.3213
Ge2 0.006 -0.487 -1.334  1.3525
Cl1 -2.291 -2.426 -0.337  0.2546
Cl2 -0.121 -4.393 5.102  0.1486
Cl3 -2.639 -5.554 0.452  0.1465
Cl4 0.231 -1.434 4.117  0.1379
Cl5 -1.512 -6.457 3.236  0.2111
Si1 -3.648 0.993 1.148  1.8056
O1 -2.311 0.990 0.269  -0.9698
C1 -0.806 -2.235 1.794  -0.2678
C2 1.845 1.300 -0.074  -0.7266
C3 3.795 0.746 2.313  -0.6238
C4 4.110 1.450 -4.683  -0.1530
C5 3.814 1.549 -2.295  -0.1869
C6 -0.019 2.335 2.270  -0.5993
C7 -4.854 -0.414 0.600  -1.1121
C8 -4.553 2.658 1.052  -1.1086
C9 2.161 0.472 -3.688  -0.2070
C10 1.716 -2.610 -2.792  -0.6235
C11 -3.008 0.529 2.925  -1.0940
C12 1.707 0.718 -1.270  -0.2295
C13 -0.607 -3.935 3.527  -0.1409
C14 0.880 3.542 2.226  -0.6384
C15 -1.462 0.461 -2.429  -0.7296
C16 4.552 1.838 -3.421  -0.1986
C17 2.568 0.898 -2.413  -0.0620
C18 0.629 -2.418 -1.758  -0.7601
C19 -1.219 0.767 -3.896  -0.6302
C20 2.904 0.767 -4.811  -0.1977
C21 -1.549 -3.158 1.056  0.0538
C22 2.467 0.184 2.777  -0.7648
C23 -1.764 -4.468 1.439  -0.1465
C24 -1.255 -4.866 2.694  0.0226
C25 -0.409 -2.628 3.073  0.0730
H1 1.164 3.800 1.210  0.2337
H2 -1.093 -0.138 -4.489  0.2160
H3 -0.281 2.084 3.298  0.2345
H4 2.037 -3.653 -2.776  0.2405
H5 2.190 0.613 3.739  0.2304
H6 4.075 0.340 1.344  0.2206
H7 3.784 1.832 2.258  0.2106
H8 2.491 2.160 0.071  0.2292
H9 -5.439 2.594 1.671  0.2610
H10 1.769 3.398 2.833  0.2278
H11 -5.821 -0.228 1.052  0.2636
H12 1.243 -0.094 -3.763  0.1971
H13 -3.764 0.015 3.508  0.2709
H14 0.341 4.397 2.632  0.2752
H15 5.478 2.383 -3.330  0.2348
H16 4.171 1.854 -1.326  0.2120
H17 -4.513 -1.393 0.927  0.2184
H18 -1.641 1.390 -1.882  0.2497
H19 4.704 1.673 -5.556  0.2370
H20 -0.927 2.481 1.681  0.2391
H21 2.596 -2.003 -2.580  0.2248
H22 -2.083 1.300 -4.291  0.2490
H23 -2.122 -0.139 2.881  0.1640
H24 2.547 -0.892 2.899  0.2415
H25 -2.349 -0.167 -2.308  0.2169
H26 2.560 0.457 -5.787  0.2319
H27 -0.281 -2.934 -2.064  0.2218
H28 -4.980 -0.417 -0.478  0.2443
H29 -4.862 2.867 0.034  0.2594
H30 -0.359 1.421 -4.024  0.2278
H31 0.955 -2.812 -0.792  0.2223
H32 -3.941 3.479 1.408  0.2473
H33 4.563 0.453 3.029  0.2464
H34 -2.716 1.418 3.476  0.2558
H35 1.359 -2.399 -3.795  0.2186


Molecular formula: C25H35F8N4PPb
Method: DFT, ωB97M-V/def2-TZVPD

Summary:
HOMO-LUMO gap   7.767 eV
E_LUMO   0.0100 Eh
M   781.7 g/mol
ΔE to the lowest compared entry with this formula, charge and spin   0.000 eV
HOMO   -7.49 eV

Each line ends with the Mulliken charge.
Geometry (Å):
Pb1 -0.854 -0.749 0.041  1.0029
P1 -1.681 -0.005 -2.925  1.0440
F1 2.601 -2.624 -5.734  -0.3439
F2 -0.338 -0.202 3.015  -0.4944
F3 2.062 0.298 -1.217  0.1618
F4 4.493 2.221 2.656  -0.3304
F5 1.376 -0.363 5.063  -0.3584
F6 3.765 1.093 -3.094  -0.3242
F7 2.841 2.318 0.578  -0.3548
F8 0.827 -3.383 -3.938  -0.4212
N1 -2.322 2.091 0.592  0.8681
N2 0.526 -1.956 -1.453  0.5450
N3 0.700 -2.723 1.199  0.7105
N4 0.273 1.096 0.686  0.3364
C1 3.257 -0.752 -4.469  -0.7239
C2 -3.160 0.920 -3.496  -1.3404
C3 3.071 -0.036 -3.301  0.0535
C4 -2.956 1.977 2.999  -1.5468
C5 -2.019 -1.634 -3.683  -1.1816
C6 -1.361 2.647 -0.357  -0.5445
C7 -2.116 2.649 1.927  -0.3717
C8 0.347 -3.142 2.555  -1.1918
C9 0.108 2.369 0.007  -1.0587
C10 2.438 1.673 1.685  0.1852
C11 1.408 -1.617 -2.433  -0.2529
C12 1.603 -2.313 -3.644  0.3846
C13 -0.418 0.694 -4.064  -1.4065
C14 1.757 0.303 3.958  0.3802
C15 -3.706 2.254 0.134  -0.7843
C16 0.274 -3.371 -1.230  -0.6283
C17 2.155 -2.579 1.099  -0.9576
C18 0.209 -3.745 0.273  -1.1636
C19 3.303 1.610 2.761  0.2015
C20 2.500 -1.896 -4.609  0.3053
C21 0.883 0.372 2.897  -0.1541
C22 2.993 0.918 3.916  -0.6940
C23 2.193 -0.451 -2.327  -0.4433
C24 -4.515 0.967 0.220  -1.0615
C25 1.180 1.051 1.704  0.7087
H1 3.682 0.866 4.745  0.5117
H2 1.037 -3.985 -1.706  0.5351
H3 2.500 -1.859 1.841  0.2642
H4 -2.327 3.733 1.916  0.3557
H5 -2.782 0.901 3.002  0.2472
H6 3.953 -0.433 -5.229  0.4880
H7 -4.600 0.620 1.249  0.3134
H8 -4.054 0.597 -2.964  0.3309
H9 -1.584 2.217 -1.336  -0.4481
H10 -2.924 -2.059 -3.245  0.4002
H11 -4.204 3.043 0.714  0.4376
H12 -4.023 2.157 2.861  0.3964
H13 0.151 1.485 -3.574  0.2027
H14 0.749 -2.446 3.285  0.2696
H15 -2.162 -1.536 -4.761  0.4208
H16 -1.188 -2.310 -3.489  0.0912
H17 0.770 -4.677 0.437  0.3951
H18 0.463 3.170 0.662  0.4506
H19 -3.698 2.608 -0.898  0.4869
H20 2.431 -2.221 0.110  0.0685
H21 -4.032 0.174 -0.355  -0.0056
H22 -1.064 2.530 2.182  0.1520
H23 -0.681 -3.685 -1.673  0.1513
H24 -0.737 -3.174 2.666  0.3086
H25 0.701 2.448 -0.912  0.1710
H26 2.654 -3.541 1.285  0.3702
H27 -0.827 -3.955 0.548  0.3876
H28 -5.522 1.113 -0.176  0.4405
H29 -3.025 1.988 -3.331  0.4037
H30 -2.684 2.368 3.981  0.4414
H31 0.751 -4.141 2.774  0.3789
H32 -1.479 3.740 -0.465  0.4802
H33 -3.303 0.750 -4.566  0.4924
H34 0.280 -0.086 -4.367  0.3122
H35 -0.900 1.103 -4.954  0.5425


Number 1: E_tot -7817.07178 hartree. Number 2: E_tot -7887.29712 hartree. Number 3: E_tot -2525.71392 hartree.